Entry 1:
Here is one molecule with the formula C20H15NO4S from the Open Molecules 2025 dataset. Energies are from the ωB97M-V functional and the def2-TZVPD basis.

```
41
Properties=species:S:1:pos:R:3
O 4.5605 0.0791 4.4116
C 3.4191 0.0569 4.0570
C 2.6728 -1.1762 3.9610
C 1.4874 -1.1376 3.3165
C 0.8825 0.0547 2.5275
O -0.4458 0.1876 3.0245
C 0.8549 0.0671 1.0184
C 1.7600 -0.7358 0.4047
C 1.8101 -0.4656 -1.0210
C 2.6124 -0.6612 -2.1679
C 2.1479 -0.3407 -3.3750
C 1.0964 0.5644 -3.5000
C 0.2973 0.9659 -2.3984
C 0.6639 0.3806 -1.1951
N 0.0762 0.5504 0.0440
S -1.6391 1.3348 0.1226
O -1.9341 1.6748 1.5855
O -1.5146 2.5844 -0.6735
C -2.7653 0.3228 -0.7993
C -3.4094 0.8039 -1.9407
C -4.1120 0.0036 -2.8502
C -4.3017 -1.3645 -2.5926
C -3.5788 -1.8729 -1.4906
C -2.7931 -1.0725 -0.6832
C 1.5660 1.3890 2.9124
C 2.7782 1.3209 3.5761
H 3.1396 -2.1346 4.3010
H 0.9200 -2.0604 3.2086
H -1.0294 0.7856 2.4841
H 2.3308 -1.3599 1.0133
H 3.5338 -1.2993 -2.1767
H 2.7662 -0.7568 -4.1767
H 0.9709 0.9747 -4.4979
H -0.5132 1.6401 -2.5478
H -3.4324 1.8937 -2.1558
H -4.5099 0.5993 -3.6557
H -5.0181 -1.9211 -3.2977
H -3.5510 -2.9083 -1.2060
H -2.2147 -1.6199 0.0356
H 1.0558 2.3939 2.6939
H 3.3599 2.2591 3.7035
```

Summary:
HOMO energy ... -8.257 eV
HOMO-LUMO gap ... 7.30 eV
E ... -1524.8560 Eh


Entry 2:
Here is one molecule with the formula C9H11F3Si from the Open Molecules 2025 dataset. Energies are from the ωB97M-V functional and the def2-TZVPD basis.

```
24
Properties=species:S:1:pos:R:3
C -2.1441 1.4898 0.8877
C -1.1543 1.5062 -0.0100
Si 0.2249 0.2322 -0.3435
C 1.6597 0.6946 0.6811
C 1.6276 0.8325 1.9888
C -0.6000 -1.4063 0.0688
C -1.4010 -1.8520 1.0100
C 0.9405 0.3167 -2.1271
C 1.8136 -0.6241 -2.5916
C 0.5856 1.6076 -2.9393
F 0.9997 2.6659 -2.1727
F -0.6957 1.8521 -3.1197
F 1.1150 1.6006 -4.1760
H -2.5727 2.4466 1.0941
H -2.4208 0.6704 1.5188
H -0.9265 2.3696 -0.6156
H 2.5609 0.5686 0.1344
H 2.5174 0.9536 2.5148
H 0.7097 0.9959 2.5093
H -0.3832 -2.1589 -0.7301
H -1.7366 -2.7943 1.1647
H -1.6788 -1.0799 1.6747
H 1.7648 -1.4839 -1.8886
H 2.4398 -0.7090 -3.5006
```

Summary:
HOMO energy ... -9.580 eV
HOMO-LUMO gap ... 10.12 eV
E ... -938.5200 Eh


Question: Look up the E of the second one.
Answer: -938.5200 Eh